No. 1
# CH11NO4

5 unconnected molecules or ions with the total composition CH11NO4 at a distorted geometry (wB97M-V/def2-TZVPD, the Open Molecules 2025 dataset).

HOMO-LUMO gap = 10.30 eV
Energy relative to the best compared isomer or geometry (same formula, charge and spin) = 50.6 kcal per mole
Total charge = 0
Structure (SMILES) = C=N.O.O.O.O
E_tot = -400.340960 hartree

Element x y z (Å)
O (1.76, -1.46, -1.08)
O (-0.50, -1.80, 0.29)
O (0.28, 0.13, 2.11)
O (1.37, 1.12, -0.23)
N (-2.15, 0.52, -0.02)
C (-1.87, 1.52, -0.79)
H (0.40, 0.60, 1.27)
H (0.88, -1.65, -0.94)
H (1.07, 0.09, 2.71)
H (-2.26, 2.62, -0.60)
H (-1.41, 1.44, -1.82)
H (2.27, -2.07, -0.64)
H (2.12, 1.61, -0.61)
H (1.53, 0.16, -0.49)
H (-1.04, -0.99, 0.29)
H (-2.45, -0.25, -0.58)
H (0.00, -1.60, 1.12)


No. 2
# C4H6CsO2

A molecular structure, C4H6CsO2 (wB97M-V/def2-TZVPD, the Open Molecules 2025 dataset).

HOMO-LUMO gap = 10.64 eV
Energy relative to the best compared isomer or geometry (same formula, charge and spin) = 0.0 kcal per mole
Total charge = +1
E_tot = -326.472452 hartree

Element x y z (Å)
Cs (25.61, 12.27, -10.30)
O (24.88, 14.48, -6.66)
O (24.25, 14.44, -8.78)
C (23.90, 16.49, -5.95)
C (23.16, 15.97, -7.19)
C (24.56, 15.22, -5.45)
C (24.12, 14.90, -7.67)
H (22.19, 15.53, -6.97)
H (23.02, 16.72, -7.97)
H (24.65, 17.21, -6.29)
H (23.26, 16.93, -5.20)
H (25.48, 15.37, -4.91)
H (23.88, 14.62, -4.85)


No. 3
# C2H4N4S

C2H4N4S in the gas phase at a distorted geometry (wB97M-V/def2-TZVPD, the Open Molecules 2025 dataset).

HOMO-LUMO gap = 8.27 eV
Energy relative to the best compared isomer or geometry (same formula, charge and spin) = 96.2 kcal per mole
Total charge = 0
Structure (SMILES) = NN1C=NN=CS1
E_tot = -695.678615 hartree

Element x y z (Å)
S (0.22, -1.58, 0.41)
N (1.20, 1.34, 0.11)
N (-0.78, -0.01, 0.44)
N (1.93, 0.35, -0.43)
N (-1.93, -0.02, -0.24)
C (-0.01, 1.14, 0.61)
C (1.63, -0.87, -0.27)
H (2.37, -1.72, -0.49)
H (-0.36, 1.96, 1.22)
H (-1.77, 0.20, -1.22)
H (-2.49, -0.79, -0.13)


No. 4
# C3H14NO2S

3 unconnected molecules or ions with the total composition C3H14NO2S at a distorted geometry (wB97M-V/def2-TZVPD, the Open Molecules 2025 dataset).

HOMO-LUMO gap (alpha / beta) = 11.18 / 5.89 eV
Energy relative to the best compared isomer or geometry (same formula, charge and spin) = 1.5 kcal per mole
Total charge = +2
Spin multiplicity = 2
E_tot = -725.388954 hartree

Element x y z (Å)
S (-1.16, -1.91, -0.37)
O (-1.83, 2.86, -0.45)
O (1.76, 1.41, -2.32)
N (0.84, 1.06, 0.17)
C (0.73, 0.36, 1.53)
C (1.04, -1.15, 1.28)
C (-0.19, -2.03, 1.14)
H (1.86, -1.53, 0.56)
H (1.97, 1.29, -3.27)
H (0.06, -3.10, 1.39)
H (1.55, 0.76, 2.12)
H (-2.41, -1.79, 0.14)
H (2.01, 2.41, -2.27)
H (-0.32, 0.65, 1.87)
H (-2.59, 2.95, -0.92)
H (-0.09, 1.34, -0.25)
H (1.30, 1.97, 0.33)
H (-1.66, 3.72, -0.13)
H (1.62, -1.56, 2.08)
H (1.29, 0.58, -0.62)
H (-0.84, -1.79, 2.05)


No. 5
# C23H30BrCl36N3O12P4S3

A molecular structure, C23H30BrCl36N3O12P4S3 at a distorted geometry (wB97M-V/def2-TZVPD, the Open Molecules 2025 dataset).

HOMO-LUMO gap = 7.82 eV
Total charge = 0
E_tot = -23662.356507 hartree

Element x y z (Å)
Br (-1.64, -1.57, -2.98)
Cl (4.97, -8.40, 2.79)
Cl (3.24, 11.42, 1.86)
Cl (-4.10, -1.31, -5.10)
Cl (-13.87, 0.04, -6.25)
Cl (-5.53, 0.54, -6.80)
Cl (-11.85, -1.61, -5.03)
Cl (-15.65, 1.94, -10.72)
Cl (5.28, 5.93, 5.48)
Cl (4.71, -6.37, 6.62)
Cl (2.96, 5.63, 3.79)
Cl (7.99, 2.11, 5.22)
Cl (2.80, -7.03, 4.56)
Cl (-10.18, 0.37, -7.49)
Cl (8.63, 0.77, 7.69)
Cl (-14.58, 4.48, -9.86)
Cl (3.16, -4.28, 5.38)
Cl (-8.64, -1.98, -8.15)
Cl (7.26, -0.66, 5.59)
Cl (-12.62, 0.88, -3.78)
Cl (5.48, 6.59, 2.67)
Cl (5.09, -10.58, 0.89)
Cl (1.02, 9.64, 1.39)
Cl (-4.51, 1.41, -4.23)
Cl (-9.87, -0.42, -10.25)
Cl (3.11, -10.60, 2.99)
Cl (5.24, -5.61, 3.88)
Cl (5.90, -11.00, 3.63)
Cl (-2.68, 0.85, -6.39)
Cl (1.84, 10.25, 4.09)
Cl (-16.07, 2.84, -8.01)
Cl (-13.44, 2.02, -8.87)
Cl (5.88, 1.41, 7.06)
Cl (3.52, 8.60, 2.42)
Cl (-7.62, 0.64, -8.79)
Cl (5.20, 3.84, 3.50)
Cl (-14.45, -1.36, -3.79)
S (-1.00, 3.75, -2.91)
S (0.99, -2.86, -2.36)
S (-0.35, 1.55, 3.72)
P (3.26, 1.93, 1.15)
P (-0.10, -0.30, 3.33)
P (3.60, 0.10, 3.38)
P (-2.31, -0.61, 0.77)
O (0.83, -0.22, -2.36)
O (0.89, -0.85, 4.51)
O (-2.81, 0.53, 1.78)
O (-2.77, -2.08, 1.22)
O (1.78, -0.57, 1.20)
O (2.89, 1.25, 4.23)
O (-0.13, -1.44, -0.55)
O (-1.48, -1.12, 3.68)
O (3.29, 2.02, -0.52)
O (-3.08, -0.36, -0.46)
O (4.25, -2.52, -0.61)
O (3.53, -1.37, 4.08)
N (0.40, 0.72, -4.55)
N (5.12, 0.51, 3.32)
N (1.95, 2.89, 1.69)
C (2.57, -3.76, 2.00)
C (4.72, 5.50, 3.86)
C (0.45, -2.44, 1.81)
C (3.82, -1.14, -0.57)
C (0.49, -0.84, 1.66)
C (-0.20, 1.03, 0.13)
C (-14.94, 2.82, -9.37)
C (-13.20, -0.51, -4.71)
C (0.65, 0.11, -3.60)
C (0.01, -1.31, -1.87)
C (3.97, -5.83, 5.11)
C (4.77, -10.15, 2.57)
C (-1.00, 1.77, -0.98)
C (-0.07, 2.83, -1.64)
C (7.44, 0.91, 6.39)
C (4.66, -0.43, -1.69)
C (4.15, -0.60, 0.85)
C (-0.45, -0.45, 0.42)
C (2.41, 9.98, 2.44)
C (2.94, 0.10, 1.60)
C (1.69, -3.12, 1.27)
C (-4.20, 0.37, -5.63)
C (-9.08, -0.35, -8.67)
H (-1.72, -0.82, 4.57)
H (-3.37, 1.14, 1.28)
H (0.38, -2.75, 2.86)
H (5.21, -1.17, -2.26)
H (1.83, -3.13, 0.19)
H (-0.42, -2.90, 1.33)
H (2.52, -3.85, 3.09)
H (0.84, 1.09, -0.22)
H (1.55, 3.37, 0.88)
H (1.20, -1.76, 4.36)
H (-1.82, 2.33, -0.51)
H (2.78, -1.06, -0.88)
H (2.29, 3.61, 2.32)
H (-1.11, 2.85, -3.92)
H (5.18, -2.50, -0.38)
H (4.98, 0.11, 0.74)
H (3.40, -4.24, 1.49)
H (3.96, 0.03, -2.40)
H (0.30, 3.56, -0.92)
H (3.31, 1.27, 5.10)
H (-2.34, -2.42, 2.02)
H (5.70, -0.22, 3.73)
H (4.51, -1.41, 1.48)
H (-1.46, 1.15, -1.75)
H (1.94, -2.38, -3.19)
H (5.27, 0.39, -1.31)
H (0.80, 2.30, -2.05)
H (-0.26, 1.67, 1.01)
H (4.34, -1.86, 3.91)
H (3.91, 2.74, -0.70)


No. 6
# C31H46BF4MnN7O4P

A molecular structure, C31H46BF4MnN7O4P (wB97M-V/def2-TZVPD, the Open Molecules 2025 dataset).

HOMO-LUMO gap (alpha / beta) = 7.04 / 7.35 eV
Energy relative to the best compared isomer or geometry (same formula, charge and spin) = 4.6 kcal per mole
Total charge = -1
Spin multiplicity = 6
E_tot = -3810.302882 hartree

Element x y z (Å)
Mn (-0.30, -0.30, -0.02)
P (3.02, 0.00, 0.92)
F (-4.64, -0.84, -0.51)
F (-4.04, -2.62, 0.84)
F (-2.44, -1.24, -0.05)
F (-3.83, -0.46, 1.61)
O (0.32, -0.26, -2.21)
O (1.15, -5.73, -3.98)
O (1.64, -3.69, -4.72)
O (1.29, -1.31, -3.93)
N (-1.58, 1.36, -0.96)
N (-1.51, 1.32, 1.94)
N (-0.47, -3.82, -0.67)
N (-0.85, -1.23, 2.46)
N (1.50, 0.08, 0.72)
N (-2.80, 1.20, -1.49)
N (-0.21, -2.55, -0.98)
C (-0.69, -0.33, 3.47)
C (-1.00, 1.03, 3.19)
C (4.98, 1.30, 2.70)
C (3.62, 1.45, 2.02)
C (4.98, -2.01, 1.87)
C (5.53, 0.31, -0.58)
C (4.02, 0.03, -0.69)
C (-1.18, 2.57, -1.32)
C (-3.21, 2.28, -2.17)
C (-0.22, -0.69, 4.75)
C (3.65, 2.74, 1.18)
C (-0.01, -2.07, 5.00)
C (-0.05, -4.68, -1.62)
C (3.50, -1.61, 1.84)
C (-4.53, 2.32, -2.85)
C (3.00, -1.49, 3.28)
C (0.02, 0.31, 5.72)
C (0.18, 3.06, -0.94)
C (1.14, -4.52, -3.83)
C (-2.18, 3.20, -2.08)
C (-0.21, 1.62, 5.41)
C (0.70, -1.27, -2.82)
C (-0.64, -2.49, 2.74)
C (-0.24, -2.97, 4.00)
C (-0.74, 1.98, 4.15)
C (0.53, -3.92, -2.61)
C (3.38, 1.07, -1.63)
C (2.69, -2.76, 1.22)
C (3.84, -1.32, -1.40)
C (2.54, 1.69, 3.08)
C (0.38, -2.59, -2.16)
B (-3.77, -1.31, 0.50)
H (1.65, -2.45, 1.09)
H (1.57, 1.74, 2.60)
H (0.33, -2.38, 5.98)
H (3.78, 3.59, 1.86)
H (0.66, 2.35, -0.27)
H (-2.15, 4.18, -2.52)
H (-0.02, 2.40, 6.14)
H (5.74, 1.32, -0.24)
H (0.11, 4.04, -0.44)
H (0.40, 0.03, 6.70)
H (-1.72, 2.29, 1.78)
H (6.04, -0.39, 0.07)
H (2.51, 0.93, 3.85)
H (-1.05, -4.03, 0.13)
H (2.80, -1.63, -1.39)
H (5.09, -2.90, 2.50)
H (1.97, -1.14, 3.30)
H (2.75, 2.65, 3.58)
H (-5.28, 1.78, -2.28)
H (4.15, -1.22, -2.44)
H (-4.47, 1.86, -3.84)
H (1.52, -2.71, -4.43)
H (5.21, 2.22, 3.24)
H (-4.86, 3.35, -2.97)
H (2.73, -3.62, 1.89)
H (4.47, 2.77, 0.47)
H (2.31, 0.90, -1.72)
H (3.61, -0.83, 3.89)
H (5.97, 0.21, -1.58)
H (4.99, 0.49, 3.44)
H (3.55, 2.09, -1.32)
H (5.62, -1.23, 2.30)
H (3.07, -3.08, 0.25)
H (-0.19, -5.75, -1.54)
H (3.02, -2.48, 3.75)
H (-2.29, 0.72, 1.67)
H (5.36, -2.26, 0.88)
H (2.71, 2.88, 0.64)
H (-3.33, 0.35, -1.31)
H (5.79, 1.12, 2.00)
H (-0.96, 3.02, 3.94)
H (3.82, 0.95, -2.63)
H (-0.09, -4.03, 4.15)
H (-0.77, -3.19, 1.92)
H (0.81, 3.17, -1.82)
H (4.45, -2.11, -0.95)